Computed, not measured: a 2-piece molecular cluster, C3H7NS overall, with ωB97M-V with the def2-TZVPD basis set.

Output
total energy = -15542.89012 eV
total charge = 0
highest occupied orbital energy = -8.69 eV
ΔE to the lowest compared entry with this formula, charge and spin = 651.8 kJ/mol
gap between HOMO and LUMO = 6.4 eV

Geometry as XYZ:
```
12
C3H7NS, DFT ωB97M-V with the def2-TZVPD basis set
C 0.9493 0.0521 -0.2151
C 0.2960 -0.1945 1.1499
C -0.4599 -0.6064 -0.0954
H 1.0701 1.7456 -1.6526
H -0.1238 1.5531 -0.1570
H 1.9623 -0.3645 -0.5002
H 1.0705 -1.0496 1.5526
H -0.3361 0.3987 1.9254
H -0.3871 -1.7335 -0.3681
H -3.1515 -1.6054 -0.4448
N 0.9224 1.5180 -0.6135
S -1.8122 0.2863 -0.5812
```

Computed, not measured: C43H41F2N4O2P2Rh as an isolated structure, with ωB97M-V with the def2-TZVPD basis set.

Output
total energy = -82321.47229 eV
⟨S²⟩ = 6.0101
total charge = +2
highest occupied orbital energy (alpha / beta) = -13.35 / -13.38 eV
ΔE to the lowest compared entry with this formula, charge and spin = 0.0 kJ/mol
gap between HOMO and LUMO (alpha / beta) = 8.9 / 6.4 eV
spin multiplicity = 5

Geometry as XYZ:
```
95
C43H41F2N4O2P2Rh, DFT ωB97M-V with the def2-TZVPD basis set
Rh -1.4243 0.1628 -0.5429
O 0.7497 0.4172 -1.0753
P 2.0743 -0.3263 -1.1017
C 1.7729 -2.0878 -1.4399
P 0.3304 -2.7322 -0.5307
O -0.8837 -1.9036 -0.9096
C 0.7201 -2.6087 1.2124
C 1.9301 -3.0887 1.7145
C 2.2223 -2.9518 3.0608
C 1.3099 -2.3410 3.9130
C 0.1043 -1.8647 3.4203
C -0.1882 -1.9969 2.0715
C 0.1301 -4.4353 -1.0053
C -0.1354 -4.7073 -2.3506
C -0.3240 -6.0137 -2.7626
C -0.2510 -7.0491 -1.8376
C 0.0026 -6.7815 -0.5008
C 0.1921 -5.4740 -0.0781
C 2.9450 -0.2554 0.4583
C 4.2009 -0.8503 0.5965
C 4.8695 -0.7783 1.8063
C 4.2826 -0.1246 2.8836
C 3.0283 0.4530 2.7533
C 2.3568 0.3926 1.5400
C 3.1104 0.3113 -2.4063
C 2.6045 0.2583 -3.7088
C 3.3468 0.7678 -4.7584
C 4.5937 1.3325 -4.5141
C 5.0945 1.3959 -3.2226
C 4.3558 0.8876 -2.1637
H 2.6732 -2.6605 -1.2067
H 1.5633 -2.2180 -2.5052
H 2.6464 -3.5716 1.0593
H 3.1602 -3.3260 3.4488
H 1.5393 -2.2439 4.9659
H -0.6100 -1.3994 4.0873
H -1.1353 -1.6331 1.6919
H -0.2122 -3.9007 -3.0707
H -0.5310 -6.2275 -3.8022
H -0.3972 -8.0703 -2.1632
H 0.0513 -7.5902 0.2155
H 0.3810 -5.2695 0.9675
H 4.6698 -1.3545 -0.2417
H 5.8481 -1.2274 1.9101
H 4.8074 -0.0681 3.8282
H 2.5729 0.9529 3.5983
H 1.3703 0.8277 1.4365
H 1.6265 -0.1696 -3.9007
H 2.9573 0.7263 -5.7664
H 5.1747 1.7270 -5.3368
H 6.0621 1.8419 -3.0370
H 4.7481 0.9501 -1.1577
F -2.5615 4.7366 -3.1246
C -3.0398 3.6441 -2.5240
C -2.2147 2.5346 -2.4019
C -2.7395 1.4319 -1.7610
C -4.0406 1.3827 -1.2574
C -4.8096 2.5312 -1.4156
F -6.0584 2.5599 -0.9324
C -4.3320 3.6706 -2.0353
C -4.5021 0.1356 -0.6173
C -5.8236 -0.2872 -0.5896
C -6.1220 -1.5315 -0.0611
C -5.0974 -2.3336 0.4174
C -3.8061 -1.8491 0.3591
N -3.5162 -0.6391 -0.1252
H -1.2132 2.5643 -2.8120
H -4.9553 4.5470 -2.1424
H -6.5997 0.3435 -0.9947
H -7.1462 -1.8789 -0.0391
H -5.2890 -3.3169 0.8213
H -2.9718 -2.4438 0.7065
C 1.1183 4.9824 0.9792
C 1.0762 4.1620 -0.2931
N 0.2232 2.9899 -0.1074
C -0.6629 2.8155 0.8868
N -1.2957 1.6331 0.9514
C -2.3061 1.4559 2.0006
C -1.9750 2.2487 3.2472
C -1.8265 3.7019 2.8586
N -0.8905 3.8232 1.7433
C -0.2987 5.1398 1.4949
H 1.5564 5.9591 0.7807
H 1.7294 4.4859 1.7360
H 2.0709 3.8144 -0.5725
H 0.6910 4.7633 -1.1201
H 0.4687 2.1417 -0.6048
H -2.3769 0.3929 2.2327
H -3.2878 1.7599 1.6166
H -1.0449 1.8804 3.6883
H -2.7655 2.1430 3.9895
H -1.4279 4.2900 3.6850
H -2.7949 4.1311 2.5834
H -0.3178 5.6883 2.4345
H -0.9116 5.6923 0.7757
```

Computed, not measured: an isolated ion of composition C2H8N3O2 and charge +1, with ωB97M-V with the def2-TZVPD basis set.

Output
total energy = -10758.29291 eV
SMILES = CN([NH3+])C(=O)NO
total charge = +1
highest occupied orbital energy = -14.43 eV
ΔE to the lowest compared entry with this formula, charge and spin = 518.2 kJ/mol
gap between HOMO and LUMO = 10.7 eV

Geometry as XYZ:
```
15
C2H8N3O2, DFT ωB97M-V with the def2-TZVPD basis set
C 1.3582 -0.8624 0.3503
C -1.1365 -1.2934 -0.5059
N 2.3272 0.0487 0.1256
N -0.1256 -0.2454 -0.3720
N -0.5817 0.7896 0.4580
O 1.3355 -1.9016 0.8796
O 2.1800 1.3300 -0.5747
H -0.6448 -2.0970 -1.0912
H -1.5494 -1.6008 0.5079
H -1.9246 -0.9219 -1.1890
H 3.2611 -0.0677 0.3726
H -1.0281 0.6320 1.4316
H -1.3491 1.1820 -0.1660
H 0.1407 1.4926 0.7226
H 2.4649 0.9156 -1.4147
```

Computed, not measured: C28H27AsCl6NNbO3S2 as an isolated structure, with ωB97M-V with the def2-TZVPD basis set.

Output
total energy = -196288.18735 eV
total charge = +2
highest occupied orbital energy = -13.50 eV
ΔE to the lowest compared entry with this formula, charge and spin = 0.0 kJ/mol
gap between HOMO and LUMO = 5.5 eV

Geometry as XYZ:
```
69
C28H27AsCl6NNbO3S2, DFT ωB97M-V with the def2-TZVPD basis set
Nb 8.0602 11.0887 8.3156
Cl 9.0897 15.7110 13.8985
C 8.5061 14.5703 12.8083
C 9.4042 13.9961 11.8822
Cl 11.1228 14.2010 11.8971
C 8.9555 13.0739 10.9406
Cl 10.0723 12.0632 9.9839
C 7.6182 12.8915 10.7124
O 7.2197 12.0999 9.7361
C 6.7026 13.3950 11.6569
Cl 5.0568 12.8081 11.6906
C 7.1404 14.1930 12.7011
Cl 6.0498 14.8121 13.8516
C 8.4361 18.8791 7.2424
C 7.5752 17.9586 8.2092
C 8.4751 17.4424 9.3122
C 6.4751 18.8577 8.7751
C 6.9637 16.7856 7.4038
C 6.0687 17.1079 6.3381
C 5.5426 16.1043 5.5102
C 5.8530 14.7442 5.7977
S 5.0454 13.3229 5.1367
C 5.8384 12.3861 6.4032
N 6.6229 13.0404 7.2301
C 6.6418 14.4177 6.9274
C 7.2567 15.4525 7.6722
C 5.7723 10.9225 6.4536
C 4.7584 10.2272 5.7587
C 4.9668 8.9058 5.4213
C 6.0702 8.2086 5.9320
C 7.0381 8.8446 6.6854
C 6.8152 10.2300 6.9804
H 8.9100 19.6659 7.8260
H 7.8092 19.2109 6.4063
H 9.2664 18.3122 6.8031
H 8.8012 18.2873 9.9835
H 9.4060 17.0093 8.8925
H 7.9374 16.6886 9.9289
H 6.8815 19.6523 9.4081
H 5.7326 18.2411 9.3391
H 5.9484 19.4238 7.9811
H 5.8686 18.1439 6.1034
H 4.9727 16.3837 4.6489
H 7.9816 15.2410 8.4223
H 3.8339 10.7483 5.4876
H 4.2231 8.3744 4.8134
H 6.1559 7.1243 5.7782
H 7.9373 8.3327 7.0428
C 4.8727 9.2992 10.3407
As 6.5262 8.4993 10.9010
C 6.4457 6.5080 10.7809
C 6.8293 8.8099 12.7819
S 8.2946 9.0733 9.7789
H 3.9802 8.7235 10.5958
H 4.8903 9.3690 9.2482
H 4.7694 10.3130 10.7517
H 5.4755 6.1463 11.0657
H 7.2326 6.0767 11.4142
H 6.5822 6.2366 9.7211
H 6.3043 8.0561 13.3596
H 6.4832 9.8137 12.9760
H 7.9098 8.6619 12.9888
Cl 12.7628 11.5796 6.3776
C 11.1874 11.1110 5.6232
C 10.0710 11.2134 6.5818
O 9.2933 12.1978 6.7376
O 9.9625 10.2807 7.4852
H 11.2793 10.0328 5.4413
H 11.0644 11.7794 4.7619
```

Computed, not measured: a 13-piece molecular cluster, C66H69F9O4 overall, with ωB97M-V with the def2-TZVPD basis set.

Output
total energy = -102204.75892 eV
total charge = 0
highest occupied orbital energy = -8.63 eV
ΔE to the lowest compared entry with this formula, charge and spin = 201.7 kJ/mol
gap between HOMO and LUMO = 8.8 eV

Geometry as XYZ:
```
148
C66H69F9O4, DFT ωB97M-V with the def2-TZVPD basis set
F -0.5881 -3.6179 7.8341
C -0.0643 -2.8372 6.9145
C -0.0780 -1.4526 7.1369
C 0.4028 -0.5988 6.1168
C 0.7896 -1.1871 4.8737
C 0.9719 -2.5865 4.7584
C 0.4943 -3.4356 5.7688
H -0.5881 -1.1360 8.0347
H 0.4531 0.4750 6.2213
H 0.9967 -0.5869 4.0000
H 1.3093 -3.0472 3.8417
H 0.4614 -4.4985 5.5802
F -4.6411 -7.0905 -1.7287
C -3.9165 -5.9503 -2.0869
C -3.9817 -5.5020 -3.4185
C -3.1552 -4.4840 -3.9605
C -2.2845 -3.8511 -3.0730
C -2.2185 -4.2051 -1.6756
C -2.9999 -5.2607 -1.2334
H -4.6561 -5.9391 -4.1400
H -3.3093 -4.2957 -5.0127
H -1.6639 -3.0267 -3.3916
H -1.5843 -3.7146 -0.9520
H -2.9313 -5.5437 -0.1934
F -1.1819 4.1688 3.8989
C 0.0300 4.2900 4.5681
C 1.1637 3.5929 4.0892
C 2.3826 3.6208 4.8002
C 2.5227 4.5297 5.8305
C 1.4854 5.3871 6.1774
C 0.2061 5.2536 5.5353
H 0.9407 2.8711 3.3174
H 3.0585 2.8358 4.4947
H 3.4302 4.5102 6.4157
H 1.6635 6.1173 6.9529
H -0.4919 6.0281 5.8168
F 3.5781 6.9387 0.2874
C 2.3885 6.3763 0.0044
C 2.2524 5.6233 -1.1776
C 1.0648 5.0234 -1.4800
C 0.0359 5.0735 -0.5744
C 0.1295 5.9049 0.5426
C 1.2633 6.6642 0.7949
H 3.0140 5.6213 -1.9434
H 1.0654 4.4587 -2.4006
H -0.9041 4.5755 -0.7608
H -0.6971 6.0606 1.2200
H 1.4678 7.3066 1.6387
F -2.5612 2.5980 -0.5430
C -1.7054 1.6159 -0.3119
C -1.5027 0.6069 -1.2682
C -0.6619 -0.4850 -1.0070
C 0.0224 -0.5643 0.2366
C -0.1662 0.4596 1.1931
C -1.0471 1.5645 0.9423
H -1.9451 0.7470 -2.2434
H -0.4597 -1.1891 -1.8006
H 0.5594 -1.4519 0.5369
H 0.4289 0.4810 2.0940
H -1.2621 2.2471 1.7511
F 5.9896 1.3021 -3.3321
C 5.0256 1.7267 -2.4122
C 3.7805 1.0474 -2.5095
C 2.7880 1.4137 -1.6299
C 3.1050 2.2996 -0.5599
C 4.3224 2.9091 -0.4810
C 5.3320 2.6621 -1.4271
H 3.5815 0.3122 -3.2751
H 1.7716 1.0542 -1.6932
H 2.3173 2.4451 0.1646
H 4.5110 3.5060 0.3991
H 6.3739 2.9068 -1.2822
F -4.3127 -5.9177 4.1624
C -3.8463 -4.8897 3.4141
C -2.7840 -4.2396 3.9681
C -2.1772 -3.2459 3.2354
C -2.6427 -2.9273 1.9309
C -3.6824 -3.6468 1.3935
C -4.3154 -4.6480 2.1368
H -2.4249 -4.5495 4.9384
H -1.4633 -2.6078 3.7349
H -2.2292 -2.0947 1.3811
H -4.0816 -3.5027 0.4004
H -5.0420 -5.2589 1.6219
F -3.7595 -0.1466 -4.0626
C -4.1680 0.3091 -5.2260
C -5.4164 1.0069 -5.3481
C -5.8480 1.4085 -6.6143
C -4.9781 1.3849 -7.6955
C -3.6717 0.8866 -7.5292
C -3.3588 0.2104 -6.3626
H -6.0343 1.1213 -4.4698
H -6.8505 1.7941 -6.7270
H -5.3535 1.7350 -8.6456
H -2.9515 0.8882 -8.3339
H -2.3462 -0.1643 -6.3870
F 0.9052 -3.5105 -2.5511
C 2.2417 -3.4774 -2.6324
C 3.0140 -2.7229 -1.7166
C 4.4089 -2.7257 -1.7992
C 5.0185 -3.4237 -2.8567
C 4.2839 -4.0896 -3.8302
C 2.9034 -4.0828 -3.7751
H 2.6338 -2.2307 -0.8337
H 4.9212 -2.2775 -0.9608
H 6.0835 -3.5875 -2.9306
H 4.7940 -4.4514 -4.7107
H 2.3343 -4.6922 -4.4615
C 4.5128 -2.4929 2.3097
C 3.5801 -1.3455 2.6352
O 2.5630 -1.0953 1.9521
C 4.0776 -0.4169 3.7218
H 5.2441 -2.6620 3.1001
H 5.0682 -2.1632 1.4316
H 3.9494 -3.3957 2.0737
H 5.1557 -0.3645 3.5704
H 3.9881 -0.9416 4.6730
H 3.4838 0.4952 3.7813
C -3.7485 5.1738 1.9189
C -3.5881 6.1319 0.7690
O -2.7385 6.9947 0.7070
C -4.5799 5.9834 -0.3281
H -2.8254 4.6187 2.0856
H -4.6361 4.5417 1.8906
H -3.8459 5.7882 2.8140
H -4.9803 4.9697 -0.3159
H -4.1167 6.2210 -1.2858
H -5.3833 6.7141 -0.2342
C 1.2776 -4.8302 0.7749
C 0.7652 -6.2582 0.7669
O -0.4094 -6.4279 0.4610
C 1.5802 -7.3690 1.2564
H 0.4380 -4.2174 0.4471
H 2.0120 -4.6305 -0.0054
H 1.4493 -4.6171 1.8300
H 0.9258 -8.0543 1.7950
H 2.5127 -7.1023 1.7539
H 1.8940 -7.7794 0.2966
C 0.9035 1.8037 -4.5671
C 0.5592 3.1984 -4.7732
O 1.3163 4.1316 -4.7599
C -0.9206 3.4323 -5.0961
H 0.4957 1.0592 -5.2508
H 0.4639 1.5042 -3.6157
H 1.9859 1.6890 -4.6251
H -1.5490 2.6889 -4.6058
H -1.0167 3.3164 -6.1757
H -1.3522 4.3998 -4.8397
```

Computed, not measured: C11H14F3Ni as an isolated structure, with ωB97M-V with the def2-TZVPD basis set.

Output
total energy = -60822.16847 eV
total charge = +1
highest occupied orbital energy (alpha / beta) = -13.97 / -14.02 eV
gap between HOMO and LUMO (alpha / beta) = 9.0 / 8.9 eV

Geometry as XYZ:
```
29
C11H14F3Ni, DFT ωB97M-V with the def2-TZVPD basis set
Ni -0.1396 0.6566 1.2728
C 1.3467 0.0902 -3.0746
C 0.5004 0.8863 -2.0714
C -0.7460 1.4460 -2.7464
C 0.2015 0.0212 -0.8635
C -1.1050 -0.3314 -0.4769
C -1.3302 -1.0523 0.7086
C -0.2566 -1.4790 1.5246
C -0.5005 -2.2381 2.7956
C 1.0597 -1.1840 1.0920
C 1.2734 -0.4344 -0.0704
H 1.5658 0.7111 -3.9416
H 0.8001 -0.7907 -3.4162
H 2.2958 -0.2388 -2.6525
H 1.1026 1.7269 -1.7092
H -1.3719 0.6453 -3.1459
H -0.4519 2.0755 -3.5841
H -1.3464 2.0581 -2.0710
H -1.9580 0.0062 -1.0471
H -2.3431 -1.2722 1.0187
H -0.5393 -1.5662 3.6536
H 0.3029 -2.9505 2.9743
H -1.4452 -2.7763 2.7517
H 1.8985 -1.4972 1.6994
H 2.2847 -0.1442 -0.3245
F 0.3353 1.4205 3.9069
C -0.3304 1.5948 2.7966
F 0.3889 2.4642 1.9340
F -1.4921 2.1524 3.0664
```

Computed, not measured: C15H17AsN4O6PdS4 as an isolated structure, with ωB97M-V with the def2-TZVPD basis set.

Output
total energy = -141739.33014 eV
⟨S²⟩ = 2.0087
total charge = -2
highest occupied orbital energy (alpha / beta) = -2.48 / -2.94 eV
ΔE to the lowest compared entry with this formula, charge and spin = 0.0 kJ/mol
gap between HOMO and LUMO (alpha / beta) = 6.7 / 7.2 eV
spin multiplicity = 3

Geometry as XYZ:
```
48
C15H17AsN4O6PdS4, DFT ωB97M-V with the def2-TZVPD basis set
Pd -0.1722 0.2263 -0.3915
S -1.6758 -1.7062 -0.6055
C -2.7856 -0.6586 -1.3957
S -2.2735 0.9743 -1.4602
C -3.9734 -1.1083 -1.9821
C -4.8015 -0.2353 -2.7360
N -5.4934 0.4486 -3.3601
C -4.3206 -2.4849 -2.0056
N -4.6184 -3.5994 -2.0737
O 1.0652 1.9067 3.4069
As -0.1908 2.1774 2.2153
O -1.2883 3.2141 2.8413
O -0.7439 0.7089 1.6275
C 0.6830 3.0955 0.7055
C -0.0608 4.1777 0.2383
C 0.3606 4.9213 -0.8549
C 1.5426 4.5894 -1.4986
C 2.2924 3.5110 -1.0532
C 1.8702 2.7647 0.0399
S 2.9271 1.3995 0.5575
O 3.3952 1.7627 1.8930
O 3.9758 1.3171 -0.4372
O 2.0297 0.2375 0.5952
H 1.9186 1.7031 2.9699
H -0.9739 4.4253 0.7674
H -0.2353 5.7576 -1.2021
H 1.8808 5.1662 -2.3523
H 3.2113 3.2200 -1.5442
C -1.7215 -1.3620 -6.1224
C -2.0118 -1.2497 -4.6303
N -0.8019 -1.1855 -3.8263
C -0.0730 -0.0836 -3.6045
S 1.2208 -0.1171 -2.5023
N -0.3992 1.0234 -4.3021
C 0.1440 2.3396 -3.9692
C 1.4580 2.6195 -4.6793
H -2.6563 -1.3918 -6.6844
H -1.1602 -2.2733 -6.3324
H -1.1313 -0.5164 -6.4783
H -2.5653 -2.1230 -4.2889
H -2.6584 -0.3922 -4.4137
H -0.6697 -1.8976 -3.1204
H -1.3414 1.0351 -4.6613
H 0.2734 2.4129 -2.8885
H -0.6142 3.0672 -4.2633
H 2.2121 1.9010 -4.3604
H 1.8133 3.6201 -4.4279
H 1.3388 2.5527 -5.7633
```

Computed, not measured: C4H9FeNaO4 as an isolated structure, with ωB97M-V with the def2-TZVPD basis set.

Output
total energy = -51279.41672 eV
⟨S²⟩ = 8.7655
total charge = +1
highest occupied orbital energy (alpha / beta) = -13.11 / -13.73 eV
gap between HOMO and LUMO (alpha / beta) = 9.4 / 7.6 eV
spin multiplicity = 6

Geometry as XYZ:
```
19
C4H9FeNaO4, DFT ωB97M-V with the def2-TZVPD basis set
O 1.6583 1.6939 -1.3053
Fe 2.2750 -0.0849 -1.0300
O 3.0719 -1.0935 0.4217
C 2.0556 -1.4541 1.2470
O 0.8214 -0.7756 0.9552
C 0.3154 -1.0035 -0.4181
C -1.0959 -0.4890 -0.3602
O -1.1304 0.9316 -0.2074
C -2.4268 1.4696 -0.0981
Na 0.8154 1.6283 0.8153
H 2.2614 -1.1678 2.2989
H 1.8315 -2.5442 1.1960
H 0.2203 -2.1005 -0.5432
H 0.8577 1.7762 -2.0032
H -1.6288 -0.8924 0.5262
H -1.6115 -0.7649 -1.2969
H -2.3300 2.5584 -0.0055
H -3.0293 1.2385 -0.9922
H -2.9312 1.0741 0.7997
```

Computed, not measured: C4H8N2O as an isolated structure, with ωB97M-V with the def2-TZVPD basis set.

Output
total energy = -9302.62689 eV
total charge = 0
highest occupied orbital energy = -8.44 eV
ΔE to the lowest compared entry with this formula, charge and spin = 363.4 kJ/mol
gap between HOMO and LUMO = 9.3 eV

Geometry as XYZ:
```
15
C4H8N2O, DFT ωB97M-V with the def2-TZVPD basis set
C -1.2995 0.7216 -0.8045
C -0.3576 -0.4739 -0.6486
O 0.8596 -0.3138 -1.3440
C 1.7331 0.2119 -0.1911
N 2.8663 0.7465 -0.2671
C 0.1852 -0.6923 0.7367
N -0.6686 -0.4834 1.7962
H -0.7871 1.6524 -0.5342
H -2.2113 0.6208 -0.1960
H -1.6208 0.8018 -1.8476
H -0.9267 -1.3933 -0.8805
H 3.4268 0.9410 -1.1147
H 0.6815 -1.6578 0.8314
H -0.5874 -0.9876 2.6650
H -1.2935 0.3062 1.7988
```

Question: Which value of total energy does entry 5 give?
Answer: -102204.75892 eV

Question: The highest total energy belongs to which entry?
Answer: C4H8N2O